No. 1
The following is a DFT calculation (wB97M-V/def2-TZVPD) of an isolated molecule of C12H12OS in a non-equilibrium geometry.

Computed properties:
- Frontier orbital gap: 8.50 eV
- Lowest unoccupied orbital energy: 0.25 eV
- ΔE to the lowest compared entry with this formula, charge and spin: 0.0 kcal per mole
- HOMO level: -8.25 eV

Geometry as ORCA input:
```
! RIJCOSX wB97M-V def2-TZVPD def2/J DEFGRID3
* xyz 0 1
H 0.0737 -2.2839 1.8185
H -2.1154 -2.2835 -1.9533
C -0.1309 1.6615 -0.8869
C -0.8687 0.4689 1.6340
C 1.4750 -0.2623 -1.3298
H -2.0122 2.2958 1.9144
H 1.7267 -0.6631 2.1230
S 2.6709 -0.0549 0.0111
H -1.3009 -0.0204 -2.4722
H 0.2035 2.2281 -1.7450
C 0.1082 0.1753 -0.7182
H -1.2074 -3.4959 0.0667
C -0.2167 -1.7724 0.8906
C -1.4033 -1.7726 -1.2698
H 1.5368 1.0645 1.7074
C -1.3946 1.6788 1.2352
C -0.9487 -2.4586 -0.0695
C -0.9534 2.3299 0.0144
C -0.9182 -0.4972 -1.5624
H 1.7907 0.3998 -2.1440
C 1.4794 0.0472 1.3369
H -1.1111 0.0749 2.6114
O 3.1154 1.3444 -0.1946
C 0.1115 -0.2919 0.7632
H -1.2130 3.3971 -0.1085
H 1.5027 -1.3093 -1.6728
*
```



No. 2
The following is a DFT calculation (wB97M-V/def2-TZVPD) of a structure of composition C12H13AsF6NO8SeSiV.

Computed properties:
- Frontier orbital gap (alpha / beta): 5.45 / 8.14 eV
- Lowest unoccupied orbital energy (alpha / beta): 3.89 / 3.89 eV
- ΔE to the lowest compared entry with this formula, charge and spin: 7.4 kcal per mole
- HOMO level (alpha / beta): -1.56 / -4.25 eV
- Expectation value of S²: 2.0355

Geometry as ORCA input:
```
! RIJCOSX wB97M-V def2-TZVPD def2/J DEFGRID3
* xyz -2 3
Si 0.4865 1.7432 2.5896
C -0.0716 -1.1934 2.0210
O -1.1376 -1.6656 -0.6887
O 2.6793 -2.0571 3.0388
O -2.0392 -3.2891 1.4372
F -0.0227 -4.2410 -0.7208
H 1.2914 3.7048 1.2762
F 2.3823 -4.7788 -0.4488
C -2.8759 0.4206 -3.0525
H 2.8322 1.1712 3.1264
F 1.5649 -2.4487 -0.5284
O 0.7462 -3.6547 1.9676
C -0.8967 2.5741 3.5505
H -1.2378 3.0723 -4.3952
F 0.6006 -2.9222 -2.7373
C -2.6630 1.5485 -3.8360
F 1.3014 -5.2380 -2.5733
O 0.9898 3.3621 -3.6553
H -3.8266 -0.0973 -3.0445
C -1.4374 2.1889 -3.8081
C -1.8685 -0.0829 -2.2425
F 2.9786 -3.3814 -2.3753
H -1.8087 2.6214 2.9512
Se 1.1085 -2.4377 3.0785
C 0.8398 2.7365 1.0399
C -0.0256 0.0686 2.1239
As 1.5104 -3.8305 -1.5844
H 1.5254 2.1913 0.3885
H -0.6158 3.5934 3.8346
O -3.2703 -1.7952 -1.4021
H 1.8390 1.1276 4.5729
C -0.4427 1.6758 -2.9886
N 0.8516 2.3765 -2.9475
H 2.3605 2.6969 3.9173
C -2.1534 -1.2991 -1.3698
H 0.1561 0.1529 -1.5797
H -3.4549 1.9344 -4.4658
C 2.0271 1.6871 3.6539
V -0.6740 -2.8436 0.8180
C -0.6292 0.5454 -2.2111
O 1.7146 1.9437 -2.2236
H -0.0792 2.9150 0.4753
H -1.1197 2.0128 4.4608
O 0.5641 -2.8084 4.5574
*
```



No. 3
The following is a DFT calculation (wB97M-V/def2-TZVPD) of a cluster of 2 separate species, C12H13B2Cl4NO in total in a non-equilibrium geometry.

Computed properties:
- Frontier orbital gap: 7.31 eV
- Lowest unoccupied orbital energy: -1.77 eV
- ΔE to the lowest compared entry with this formula, charge and spin: 42.8 kcal per mole
- HOMO level: -9.08 eV

Geometry as ORCA input:
```
! RIJCOSX wB97M-V def2-TZVPD def2/J DEFGRID3
* xyz 0 1
C 2.3348 0.6163 2.4158
Cl -2.3569 2.5973 1.6276
H 4.0711 1.3595 3.5299
C -3.2014 1.1165 -4.2264
C 3.8957 -0.7894 3.6175
N -1.1149 0.1075 -2.6581
H 1.1454 0.0727 -2.1405
H -3.9881 1.8034 -2.3434
H 0.2465 -0.3443 -0.1152
C -2.1434 0.7716 -2.0930
C 2.0190 -1.7928 2.4118
C -1.1389 -0.0625 -4.0386
H -0.2542 -1.3255 1.0877
B -1.7304 0.8564 1.9071
H -2.1350 0.8896 -0.9771
C 1.5787 -0.5225 1.9711
B 0.0699 -0.4583 -1.6679
C 3.4767 0.5004 3.2169
H 1.9538 1.5999 2.2651
Cl -2.8142 -0.4895 1.1315
C 0.3283 -0.3581 1.0867
H -0.2936 -0.6100 -4.4144
C -2.1701 0.4338 -4.8479
H 0.0857 -1.7214 -1.9178
O -0.3677 0.7789 1.5389
H -2.0695 0.2308 -5.8958
C 3.1525 -1.9315 3.2192
H 1.3873 -2.6507 2.2383
Cl -1.6500 0.4772 3.7826
H 3.4872 -2.9241 3.5490
Cl 5.3603 -0.9885 4.4574
H -3.9795 1.4767 -4.8517
C -3.1853 1.2806 -2.8663
*
```



No. 4
The following is a DFT calculation (wB97M-V/def2-TZVPD) of a cluster of 2 separate species, C12H13BN4O5 in total in a non-equilibrium geometry.

Computed properties:
- Frontier orbital gap: 9.42 eV
- Lowest unoccupied orbital energy: -1.07 eV
- HOMO level: -10.48 eV
- SMILES string: N#C[C@H](B(N)O)[C@@H](C#N)CC(=O)O.O=[N+]([O-])c1ccccc1

Geometry as ORCA input:
```
! RIJCOSX wB97M-V def2-TZVPD def2/J DEFGRID3
* xyz 0 1
H -2.3061 2.5576 -0.4434
C -1.9951 2.7637 -1.4586
H 1.3141 -2.6371 -0.4292
C 0.8154 -0.9849 0.8870
N -1.0309 0.5049 -1.6208
O -1.4276 0.2884 -0.4847
H -1.8698 -2.4236 1.0872
C 1.2980 -0.7559 3.4094
O -0.4166 -0.3016 -2.2928
H -0.3751 0.0336 2.3820
H 0.3601 -3.5923 3.2382
H -2.1200 5.2301 -3.7731
N -0.4567 -3.1204 3.6417
C -1.3158 1.8151 -2.2082
O -2.0721 -2.1390 1.9934
O 3.9366 -1.5365 1.4986
C 1.6595 0.2624 0.6652
C 3.1728 -2.0905 0.4815
B -0.8289 -2.0948 2.6697
N 2.0835 1.2892 0.5040
H 4.1030 -2.2633 2.1236
C 0.2242 -0.9092 2.3365
C -2.2809 3.9960 -2.0254
H -0.3756 1.3413 -4.0893
C -1.2023 3.3133 -4.0690
N 2.0449 -0.5292 4.2148
C -0.9106 2.0799 -3.5079
H -0.8969 3.5301 -5.0846
H 1.4533 -3.1307 1.2698
C 1.6390 -2.2863 0.5729
H -1.2107 -3.8151 3.5992
H -0.0418 -0.9480 0.1813
H -2.8129 4.7440 -1.4517
C -1.8888 4.2687 -3.3299
O 3.7309 -2.4599 -0.4879
*
```



No. 5
The following is a DFT calculation (wB97M-V/def2-TZVPD) of a structure of composition C12H13BiNP in a non-equilibrium geometry.

Computed properties:
- Frontier orbital gap: 3.99 eV
- Lowest unoccupied orbital energy: -0.08 eV
- ΔE to the lowest compared entry with this formula, charge and spin: 0.0 kcal per mole
- HOMO level: -4.07 eV

Geometry as ORCA input:
```
! RIJCOSX wB97M-V def2-TZVPD def2/J DEFGRID3
* xyz 0 1
H 0.0165 2.4720 1.7543
H -4.1210 3.0239 -0.5509
H -6.2309 2.1743 3.8903
C -4.5995 1.7038 2.5706
Bi 0.2514 -1.6017 0.8734
H 1.5532 -3.7971 -0.4089
C -3.9506 1.9762 1.3653
H 2.2668 0.4718 -0.5488
C 1.6955 -0.4636 -0.7235
H 3.2610 -1.8056 0.1189
H -6.1863 4.2854 0.1187
C 0.3867 -0.7920 -1.3752
C -2.7903 1.1609 1.1297
H -0.0528 2.2186 -0.3256
H -7.0884 4.0126 2.4243
C -4.5430 2.8942 0.4483
H 1.7357 2.3871 0.6385
C -5.7266 3.5590 0.7992
C 1.4756 -2.8002 -0.7402
C 2.3465 -1.7091 -0.4309
H -0.3534 -0.1301 -1.8324
C -5.7737 2.3751 2.9220
N -1.8073 0.5290 1.1186
H -0.5392 -2.8272 -1.6626
C -6.2995 3.3465 2.0628
H -4.2048 0.9122 3.2112
C 0.2667 -2.2380 -1.3740
P 0.5634 1.6018 0.7823
*
```



No. 6
The following is a DFT calculation (wB97M-V/def2-TZVPD) of an isolated molecule of C12H13BrO in a non-equilibrium geometry.

Computed properties:
- Frontier orbital gap (alpha / beta): 5.85 / 5.85 eV
- Lowest unoccupied orbital energy (alpha / beta): -1.13 / -1.13 eV
- ΔE to the lowest compared entry with this formula, charge and spin: 7.1 kcal per mole
- HOMO level (alpha / beta): -6.98 / -6.98 eV

Geometry as ORCA input:
```
! RIJCOSX wB97M-V def2-TZVPD def2/J DEFGRID3
* xyz 0 1
Br 1.5004 -1.7790 -0.9261
H -1.6268 -0.9085 4.4174
H -0.3446 0.8041 -3.8947
H -2.6056 -2.0022 0.3883
H -0.4913 0.7512 3.7823
H 2.2406 1.0705 -4.1431
C -1.6077 -0.9223 3.4053
H 2.5981 -0.5852 -3.4180
C -2.1353 -1.5267 1.1481
H -2.8324 -2.4671 2.8379
O -1.1827 -0.2366 -0.6146
C 1.1831 0.0200 -0.8726
C 1.1469 0.6000 -2.1671
C -0.8633 0.1771 2.9460
H 0.6299 2.0982 1.6826
C 0.1637 1.4240 0.9952
C 1.4782 0.7118 0.4522
H 2.3251 1.3681 0.1944
H 0.8856 1.7363 -2.0421
C 0.4618 0.1162 -3.4532
H 1.8869 0.0576 1.0918
C -1.3503 -0.5122 0.5891
C -0.7176 0.3405 1.5906
C -2.2382 -1.7278 2.5075
H -0.5178 1.9176 0.2328
C 1.8894 0.3203 -3.4763
H 0.1236 -0.8458 -3.2537
*
```



No. 7
The following is a DFT calculation (wB97M-V/def2-TZVPD) of a cluster of 7 separate species, C12H13Cl25NO3S in total in a non-equilibrium geometry.

Computed properties:
- Frontier orbital gap: 4.12 eV
- Lowest unoccupied orbital energy: 1.58 eV
- HOMO level: -2.54 eV

Geometry as ORCA input:
```
! RIJCOSX wB97M-V def2-TZVPD def2/J DEFGRID3
* xyz -1 1
C -1.3142 -0.4373 2.2407
C 7.0937 2.3549 -0.8351
O 5.5748 -1.4521 1.2358
Cl 5.9708 3.6267 -0.2908
Cl -0.1249 6.5756 -3.1116
Cl -8.3303 -4.8751 -4.1079
S 4.1045 -1.7780 0.7627
H -2.1896 0.2483 2.6229
Cl -2.3763 4.7327 -3.1281
Cl -4.8463 2.5637 -3.9873
H -2.8422 -2.1709 1.6590
N -0.3456 0.4573 1.4892
H 3.9513 0.7080 0.6027
Cl -8.6619 -2.6134 -5.9079
Cl 6.6706 0.8129 -0.0493
H 3.7302 -0.1426 -1.0893
H 1.7137 0.3871 2.4108
Cl -4.4459 -0.3125 -4.1675
H 1.4973 0.9696 -0.4090
C -2.1187 -1.0617 -0.2968
Cl -3.2063 -2.3207 -1.1872
Cl 8.7604 2.8071 -0.3970
Cl 6.6707 2.2163 5.3233
Cl 5.0653 1.9342 2.9132
Cl 0.2795 3.7915 -3.8535
O 4.2515 -3.0587 -0.3559
H -2.6414 -0.0075 -0.2928
C 6.1937 1.1049 4.0149
Cl -3.2944 -1.8621 4.0757
Cl -2.6081 1.3173 -2.6081
Cl -5.2460 0.0806 5.0150
H 1.2252 -0.9047 -0.5736
C -1.8812 -1.6402 1.2486
Cl 5.3969 -0.3275 4.7132
H 0.9539 -1.2539 1.8569
Cl -5.0261 -0.5031 2.1731
O 3.3644 -2.3311 2.0040
C -4.3063 1.1121 -3.1066
H -0.7943 -0.9370 3.1735
C 1.0797 -0.1063 1.5604
C -7.5335 -3.4426 -4.8062
H -1.1147 -1.0328 -0.9166
Cl 7.6418 0.5969 3.1097
Cl -7.0565 -2.3313 -3.4978
Cl -5.3250 0.8799 -1.6633
Cl -0.3124 4.4899 -1.0917
Cl 6.9729 2.1731 -2.6035
C 3.4023 -0.1913 0.0579
Cl -6.0854 -3.9507 -5.7114
Cl -6.1335 -2.4918 3.9853
C 1.7660 -0.0860 0.0722
C -4.9250 -1.1941 3.8123
C -0.6335 4.8974 -2.7962
H -1.0115 -2.4407 1.1539
H 3.3997 -3.5802 -0.4449
*
```



No. 8
The following is a DFT calculation (wB97M-V/def2-TZVPD) of an isolated molecule of C12H13ClFN in a non-equilibrium geometry.

Computed properties:
- Frontier orbital gap: 9.37 eV
- Lowest unoccupied orbital energy: 0.77 eV
- ΔE to the lowest compared entry with this formula, charge and spin: 28.8 kcal per mole
- HOMO level: -8.60 eV
- SMILES string: Fc1ccc([C@@H]2CC=CCNC2)cc1Cl

Geometry as ORCA input:
```
! RIJCOSX wB97M-V def2-TZVPD def2/J DEFGRID3
* xyz 0 1
C -1.6859 -0.6297 0.9205
H -0.3795 -0.8147 -2.0679
H -3.6046 -1.2305 1.7204
H -1.5256 2.2508 -0.8672
C -3.6695 0.7357 1.2057
C 2.8094 -1.1390 -1.1287
Cl -3.8639 3.3871 0.3101
H 0.2029 -1.8015 -0.4780
C -1.8283 1.5859 -0.1005
H 2.7472 1.1378 -0.3619
H 0.4324 1.1431 -1.0263
F -4.9573 0.7189 1.4829
C -1.1465 0.4312 0.1541
H 1.0855 -0.1888 1.6239
H 1.0256 1.5085 1.2182
C -3.0351 1.8447 0.5373
H 1.7681 -1.6034 -2.8341
H 2.7083 -1.5131 0.7950
C 0.2126 0.3364 -0.4036
C 1.6585 -1.2998 -1.8416
H -1.0975 -1.5446 1.0019
C -3.0049 -0.4869 1.3520
C 0.3041 -0.9300 -1.2481
C 3.1429 -0.7635 0.1818
C 1.1977 0.5326 0.7810
H 4.2332 -0.8707 0.2949
H 3.6785 -1.3909 -1.7550
N 2.5916 0.5946 0.5334
*
```